ORCA calculation (wB97M-V/def2-TZVPD) on a structure of composition C4H5Br2NO2S.

Output
- Calculated total energy: -160730.129 eV
- Frontier orbital gap: 8.1 eV
- LUMO: -0.197 eV
- ΔE to the lowest compared entry with this formula, charge and spin: 32.4 kcal per mole

The geometry in ORCA input format:
```
! wB97M-V def2-TZVPD RIJCOSX def2/J DEFGRID3
* xyz 0 1
C -2.166 0.133 0.302
C 2.587 0.376 -0.627
C 0.368 -0.120 1.140
C -3.451 0.166 -0.083
N -1.117 -0.064 0.968
O 1.306 -1.887 -0.743
O 0.327 0.278 -1.546
S 1.036 -0.493 -0.564
Br -4.631 1.613 -0.109
Br -4.197 -1.550 -0.478
H 2.248 1.367 -0.782
H 3.058 0.263 0.458
H 3.282 -0.024 -1.348
H 0.501 -0.965 1.939
H 0.848 0.907 1.472
*
```

ORCA calculation (wB97M-V/def2-TZVPD) on the molecule C6H12BrN.

Output
- Calculated total energy: -77947.673 eV
- Frontier orbital gap: 10.4 eV
- Structure (SMILES): CC/N=C/C(C)(C)Br
- LUMO: 0.840 eV
- ΔE to the lowest compared entry with this formula, charge and spin: 10.4 kcal per mole

The geometry in ORCA input format:
```
! wB97M-V def2-TZVPD RIJCOSX def2/J DEFGRID3
* xyz 0 1
C -0.218 -0.701 0.644
C 2.787 -0.020 0.558
C -1.883 0.875 -0.632
C -1.114 1.198 1.737
C 1.938 -1.103 -0.305
C -1.480 0.212 0.681
N 0.553 -0.554 -0.380
Br -2.820 -1.028 1.438
H 0.004 -1.337 1.409
H 3.550 0.401 0.003
H 2.135 0.712 1.006
H 3.236 -0.534 1.383
H -2.926 1.380 -0.541
H -1.941 0.218 -1.475
H -1.287 1.674 -0.824
H -1.087 0.720 2.681
H -1.761 2.055 1.730
H -0.059 1.692 1.550
H 1.911 -2.053 0.069
H 2.326 -1.000 -1.368
*
```

ORCA calculation (wB97M-V/def2-TZVPD) on a cluster of 2 separate species, C21H26NS2 in total.

Output
- Calculated total energy: -45351.839 eV
- Frontier orbital gap: 5.1 eV
- LUMO: -5.805 eV
- ΔE to the lowest compared entry with this formula, charge and spin: 32.2 kcal per mole

The geometry in ORCA input format:
```
! wB97M-V def2-TZVPD RIJCOSX def2/J DEFGRID3
* xyz 1 1
C 1.626 -3.834 -3.383
C 2.628 -4.215 -2.474
C 2.974 -3.365 -1.412
C 2.339 -2.130 -1.266
C 2.699 -1.240 -0.063
C 1.961 -1.612 1.230
C 2.648 -1.565 2.460
C 1.972 -1.861 3.645
C 0.634 -2.257 3.619
C -0.043 -2.304 2.392
C 0.614 -1.967 1.203
C 2.484 0.254 -0.396
C 3.398 0.767 -1.527
C 3.869 2.167 -1.067
C 3.504 2.278 0.429
N 2.605 1.186 0.698
C 1.346 -1.740 -2.179
C 0.991 -2.601 -3.231
H 1.336 -4.508 -4.189
H 3.122 -5.173 -2.577
H 3.721 -3.678 -0.672
H 3.788 -1.323 0.120
H 3.710 -1.297 2.483
H 2.505 -1.797 4.595
H 0.124 -2.550 4.536
H -1.082 -2.621 2.358
H 0.080 -1.990 0.242
H 1.440 0.399 -0.689
H 4.270 0.104 -1.611
H 2.841 0.782 -2.474
H 4.962 2.297 -1.173
H 3.332 2.926 -1.660
H 4.393 2.217 1.087
H 2.997 3.214 0.678
H 2.674 0.796 1.642
H 0.804 -0.797 -2.077
H 0.196 -2.298 -3.906
C -1.762 4.809 3.769
C -2.270 3.781 2.770
S -1.128 2.459 2.226
C 0.331 3.245 1.898
S 0.964 4.460 2.891
C -0.471 5.498 3.357
H -2.541 5.571 3.923
H -1.612 4.319 4.739
H -3.086 3.182 3.200
H -2.668 4.260 1.870
H 0.961 2.825 1.106
H -0.636 6.203 2.537
H -0.052 6.075 4.193
*
```

ORCA calculation (wB97M-V/def2-TZVPD) on the molecule C4H8.

Output
- Calculated total energy: -4276.975 eV
- Frontier orbital gap: 10.9 eV
- Structure (SMILES): C=CCC
- LUMO: 1.257 eV
- ΔE to the lowest compared entry with this formula, charge and spin: 5.0 kcal per mole

The geometry in ORCA input format:
```
! wB97M-V def2-TZVPD RIJCOSX def2/J DEFGRID3
* xyz 0 1
C 1.253 -0.680 -0.012
C 0.401 0.318 0.778
C -1.517 0.055 -0.831
C -0.842 0.779 0.057
H 2.289 -0.678 0.338
H 1.256 -0.417 -1.075
H 0.875 -1.704 0.074
H 1.003 1.195 1.043
H -1.212 -0.956 -1.088
H -2.408 0.433 -1.323
H 0.098 -0.125 1.738
H -1.196 1.781 0.301
*
```

ORCA calculation (wB97M-V/def2-TZVPD) on a cluster of 10 separate species, C19H61N17O10 in total.

Output
- Calculated total energy: -66495.910 eV
- Frontier orbital gap: 9.5 eV
- Structure (SMILES): COC[C@H](C)N.COC[C@H](C)N.COC[C@H](C)N.NC(N)=O.NC(N)=O.NC(N)=O.NC(N)=O.NC(N)=O.NC(N)=O.NC(N)=O
- LUMO: 0.131 eV
- ΔE to the lowest compared entry with this formula, charge and spin: 250.8 kcal per mole

The geometry in ORCA input format:
```
! wB97M-V def2-TZVPD RIJCOSX def2/J DEFGRID3
* xyz 0 1
C -7.134 1.718 -1.865
O -7.585 2.652 -1.231
N -6.029 1.857 -2.548
N -7.644 0.600 -2.036
H -5.427 2.629 -2.297
H -5.726 1.033 -3.047
H -8.492 0.537 -1.491
H -7.164 -0.166 -2.486
C -2.823 -5.339 -2.825
O -1.642 -5.267 -2.540
N -3.846 -4.958 -2.072
N -3.197 -5.701 -3.985
H -3.646 -4.918 -1.083
H -4.777 -5.319 -2.226
H -4.166 -5.824 -4.241
H -2.545 -6.191 -4.580
C 2.169 11.269 -4.178
O 1.457 10.595 -4.933
N 2.089 12.535 -3.946
N 3.194 10.803 -3.568
H 2.753 12.773 -3.223
H 1.394 13.197 -4.261
H 3.252 9.798 -3.639
H 3.320 11.194 -2.645
C 5.037 8.609 4.481
O 5.001 9.320 3.504
N 3.872 8.290 4.977
N 6.020 8.337 5.230
H 3.072 8.496 4.397
H 3.814 7.692 5.789
H 5.959 8.091 6.207
H 6.901 8.656 4.853
C -5.264 5.361 5.780
O -6.256 4.898 6.328
N -4.517 6.314 6.233
N -4.766 4.897 4.732
H -4.685 6.728 7.139
H -3.991 6.788 5.513
H -5.336 4.357 4.096
H -4.077 5.479 4.277
C 5.030 -6.276 -2.602
O 6.096 -6.680 -3.097
N 4.044 -7.039 -2.201
N 4.764 -5.059 -2.427
H 4.156 -7.967 -2.583
H 3.112 -6.650 -2.209
H 5.473 -4.391 -2.693
H 3.862 -4.799 -2.056
C -6.970 -4.533 4.766
O -5.926 -4.460 4.170
N -7.166 -3.873 5.805
N -8.022 -5.159 4.383
H -8.026 -4.147 6.258
H -6.577 -3.085 6.030
H -8.925 -5.019 4.814
H -7.954 -5.584 3.469
C 0.876 1.391 3.067
C 0.233 0.703 1.902
C 0.782 0.980 0.492
O 0.388 2.244 -0.153
C 1.265 3.374 0.000
N 0.457 -0.755 2.316
H 1.194 2.434 3.043
H 1.849 1.023 3.392
H 0.236 1.137 3.911
H -0.856 0.728 1.940
H 0.361 0.162 -0.094
H 1.839 0.828 0.274
H 1.491 3.632 1.035
H 0.735 4.212 -0.451
H 2.162 3.073 -0.542
H -0.014 -0.906 3.196
H -0.034 -1.341 1.656
C 2.893 2.997 -8.886
C 2.132 4.228 -8.660
C 1.689 4.821 -10.084
O 2.847 5.310 -10.742
C 2.762 5.317 -12.249
N 0.952 3.779 -7.993
H 3.926 3.201 -9.165
H 2.508 2.417 -9.725
H 2.876 2.233 -8.110
H 2.719 4.860 -7.994
H 0.960 5.626 -9.988
H 1.258 4.038 -10.707
H 2.493 4.347 -12.666
H 3.613 5.652 -12.842
H 1.907 5.936 -12.522
H 1.257 3.711 -7.033
H 0.292 4.543 -8.032
C 1.886 -10.166 4.696
C 1.656 -9.855 6.163
C 2.095 -10.936 7.147
O 1.457 -12.190 6.999
C 2.115 -13.214 7.671
N 2.465 -8.589 6.306
H 1.473 -9.332 4.128
H 1.311 -10.967 4.231
H 2.965 -10.199 4.550
H 0.654 -9.469 6.351
H 1.926 -10.583 8.164
H 3.155 -11.061 6.927
H 3.123 -13.388 7.294
H 1.401 -14.038 7.696
H 2.338 -12.914 8.694
H 2.272 -8.290 7.251
H 2.121 -7.837 5.727
*
```

ORCA calculation (wB97M-V/def2-TZVPD) on a cluster of 11 separate species, C16H54N10O16 in total.

Output
- Calculated total energy: -65131.950 eV
- Frontier orbital gap: 9.6 eV
- Structure (SMILES): NC(N)=O.NC(N)=O.NC(N)=O.NC(N)=O.NC(N)=O.OCCO.OCCO.OCCO.OCCO.OCCO.CO
- LUMO: 0.137 eV

The geometry in ORCA input format:
```
! wB97M-V def2-TZVPD RIJCOSX def2/J DEFGRID3
* xyz 0 1
C 0.488 3.233 2.468
O -0.635 3.103 2.020
N 1.130 2.216 3.155
N 1.228 4.387 2.358
H 2.144 2.159 3.030
H 0.627 1.383 3.125
H 2.017 4.597 3.000
H 0.778 5.201 1.909
C -2.871 0.846 0.694
O -3.321 -0.072 -0.010
N -2.075 0.504 1.766
N -3.004 2.136 0.534
H -1.451 -0.285 1.558
H -1.464 1.193 2.194
H -2.425 2.707 1.073
H -3.367 2.487 -0.359
C 2.549 -3.959 3.036
O 2.142 -3.831 4.179
N 3.011 -2.909 2.297
N 2.573 -5.183 2.440
H 3.240 -2.080 2.795
H 3.356 -3.065 1.340
H 2.702 -5.208 1.479
H 2.064 -5.845 2.970
C -3.247 2.059 -2.791
O -3.223 3.038 -3.554
N -4.350 1.700 -2.011
N -2.147 1.246 -2.608
H -4.181 1.024 -1.220
H -5.098 2.374 -2.146
H -2.244 0.575 -1.897
H -1.221 1.703 -2.531
C -1.008 -1.124 4.271
O -0.268 -0.677 3.409
N -2.266 -0.537 4.426
N -0.604 -2.211 5.020
H -2.916 -0.929 5.056
H -2.637 -0.161 3.555
H 0.366 -2.522 5.120
H -1.217 -2.441 5.791
C 1.663 0.995 -5.707
C 0.572 0.476 -4.763
O 1.224 0.109 -3.548
O 2.601 -0.034 -5.934
H 2.113 1.927 -5.415
H 1.225 1.262 -6.698
H 0.229 -0.385 -5.278
H -0.142 1.273 -4.609
H 1.165 0.964 -3.077
H 3.048 -0.301 -5.135
C 1.593 6.176 -1.564
C 0.343 6.630 -0.814
O 0.720 6.866 0.512
O 1.953 4.885 -1.198
H 2.411 6.925 -1.555
H 1.366 6.137 -2.652
H -0.336 5.817 -0.769
H -0.110 7.549 -1.224
H 0.069 7.392 0.982
H 2.471 4.932 -0.396
C 3.172 -4.494 -1.772
C 3.391 -3.159 -2.290
O 2.110 -2.675 -2.528
O 2.669 -4.562 -0.457
H 4.050 -5.132 -1.679
H 2.565 -5.117 -2.443
H 3.996 -3.223 -3.237
H 3.898 -2.478 -1.619
H 2.142 -1.731 -2.751
H 1.817 -4.059 -0.390
C 1.307 1.619 -0.423
C 0.932 0.120 -0.123
O 1.988 -0.777 -0.410
O 0.934 2.167 -1.691
H 2.375 1.659 -0.301
H 0.812 2.163 0.370
H 0.072 -0.249 -0.664
H 0.733 0.184 0.937
H 1.634 -1.675 -0.398
H 1.067 3.136 -1.647
C -3.214 -3.101 1.161
C -4.144 -2.769 2.315
O -3.865 -3.629 3.456
O -1.860 -2.732 1.433
H -3.426 -2.527 0.264
H -3.315 -4.164 0.921
H -5.171 -2.963 1.918
H -4.087 -1.698 2.515
H -4.663 -3.567 3.989
H -1.631 -2.981 2.308
C -0.676 -2.960 -1.151
O 0.273 -2.907 -0.120
H -1.661 -2.720 -0.807
H -0.399 -2.431 -2.065
H -0.889 -4.057 -1.394
H -0.285 -2.934 0.677
*
```